1.
A cluster of 3 separate species, C11H18 in total at a distorted geometry, computed with wB97M-V/def2-TZVPD.

Values from the calculation:
Relative energy (zero: lowest compared OMol25 entry of this formula, charge and spin) = 828.4 kJ/mol
Kohn-Sham gap = 9.3 eV
E_HOMO = -8.4675 eV
Charge = 0

Positions of all 29 atoms, in Å:
C (-1.5341, -0.5750, -1.7294)
C (-1.1612, -0.1605, -0.4923)
C (-1.9029, 0.8041, 0.2304)
C (-3.2715, 0.9870, -0.1210)
C (-3.7046, 0.5837, -1.3938)
C (-2.8408, -0.0523, -2.1236)
C (2.6675, 1.3618, 2.5621)
C (2.4625, 1.1349, 1.0045)
C (1.6806, -0.2719, 0.8635)
C (1.3571, -0.6701, -0.5940)
C (0.4868, -1.9061, -0.7459)
H (-0.8426, -1.1367, -2.3617)
H (-0.2275, -0.4683, 0.0734)
H (-1.7463, 0.8704, 1.4422)
H (-3.8735, 1.5165, 0.4308)
H (-4.7107, 0.7648, -1.8386)
H (-3.1226, -0.3395, -3.2235)
H (1.6379, 1.5176, 3.0043)
H (3.2297, 0.4775, 3.0098)
H (3.3815, 2.1851, 2.8617)
H (3.4999, 1.0689, 0.6910)
H (1.8458, 1.8224, 0.4887)
H (2.3755, -1.1253, 1.0368)
H (0.7863, -0.6002, 1.5446)
H (2.2868, -0.8085, -1.3028)
H (0.7559, 0.0673, -1.1001)
H (-0.8123, -1.6656, -0.8389)
H (0.8588, -2.5165, -1.7531)
H (0.4379, -2.8655, 0.3747)

2.
A structure of composition C11H18BrCdN2O3 at a distorted geometry, computed with wB97M-V/def2-TZVPD.

Values from the calculation:
Relative energy (zero: lowest compared OMol25 entry of this formula, charge and spin) = 0.0 kJ/mol
Kohn-Sham gap = 9.7 eV
E_HOMO = -12.8655 eV
Charge = +1

Positions of all 36 atoms, in Å:
Cd (7.8305, 5.1221, 10.3245)
N (8.5652, 5.4801, 12.6556)
C (8.0556, 4.4183, 13.5934)
C (8.3143, 2.9856, 13.0237)
C (7.9803, 3.0424, 11.5586)
O (9.0029, 3.3106, 10.8441)
O (6.7785, 3.1495, 11.2202)
H (9.5923, 5.2629, 12.6590)
H (8.4818, 6.4235, 13.0604)
H (6.9621, 4.5575, 13.7698)
H (8.5390, 4.5415, 14.5819)
H (7.7309, 2.2288, 13.5614)
H (9.3891, 2.8113, 13.1532)
C (10.5928, 10.0648, 10.7769)
C (10.3340, 8.9275, 9.7672)
C (10.8848, 8.7636, 8.5143)
C (10.6210, 7.6211, 7.7454)
C (9.7000, 6.7090, 8.2737)
Br (9.4177, 5.0140, 7.5395)
N (9.0691, 6.9101, 9.4473)
C (9.3787, 7.9772, 10.1512)
H (9.7968, 10.2166, 11.4208)
H (10.7607, 11.0043, 10.2554)
H (11.5310, 9.8507, 11.3169)
H (11.5578, 9.4982, 8.1130)
H (11.1738, 7.4221, 6.8011)
H (8.8840, 8.0386, 11.1459)
C (3.6797, 6.2999, 8.7780)
C (5.0705, 5.9878, 8.2576)
O (5.7542, 5.2139, 9.2931)
H (3.1036, 6.5518, 7.8749)
H (3.7688, 7.0753, 9.5101)
H (3.4001, 5.3640, 9.3364)
H (5.6500, 6.9377, 8.0626)
H (5.0076, 5.4127, 7.3297)
H (5.4668, 4.2872, 9.2422)

3.
A structure of composition C11H18Cl2N2O3PdS, computed with wB97M-V/def2-TZVPD.

Values from the calculation:
Relative energy (zero: lowest compared OMol25 entry of this formula, charge and spin) = 0.0 kJ/mol
Multiplicity = 3
Kohn-Sham gap (spin up / spin down) = 9.7 / 7.2 eV
E_HOMO (spin up / spin down) = -15.7215 / -15.8866 eV
Charge = +2

Positions of all 38 atoms, in Å:
Pd (0.2310, -0.0534, -0.9813)
C (-1.2683, -1.7775, 3.7362)
O (-0.7400, -0.6659, 2.9634)
C (-0.5787, -0.7513, 1.6836)
O (-0.1274, 0.2419, 1.0744)
N (-0.8880, -1.9055, 1.0310)
N (-0.7788, -1.9214, -0.3773)
H (-1.2608, -1.4291, 4.7624)
H (-0.6149, -2.6427, 3.6320)
H (-2.2921, -1.9875, 3.4279)
H (-1.3744, -2.6686, 1.4800)
H (-1.7046, -1.8651, -0.8089)
H (-0.3149, -2.7797, -0.6738)
C (3.8677, 3.0653, -3.6982)
C (2.4632, 2.7337, -3.2985)
C (2.0963, 2.6097, -1.9562)
C (0.7714, 2.3995, -1.5843)
C (-0.2068, 2.2998, -2.5893)
C (0.1437, 2.3744, -3.9293)
C (1.4698, 2.6011, -4.2690)
S (-1.8834, 1.8911, -2.1986)
C (-2.2325, 2.9474, -0.8012)
O (-1.7249, 0.4701, -1.5953)
H (4.5377, 3.0812, -2.8411)
H (3.9011, 4.0469, -4.1715)
H (4.2438, 2.3411, -4.4201)
H (2.8385, 2.7668, -1.1822)
H (0.4986, 2.4967, -0.5341)
H (-0.6112, 2.2806, -4.6990)
H (1.7365, 2.6963, -5.3139)
H (-1.6503, 2.6195, 0.0599)
H (-3.2961, 2.8541, -0.5930)
H (-1.9988, 3.9754, -1.0753)
Cl (4.3490, -0.6236, -2.9276)
C (4.0071, -0.4446, -1.2408)
Cl (2.4195, -1.2556, -0.7971)
H (3.8894, 0.5961, -0.9609)
H (4.7316, -0.9671, -0.6250)

4.
A structure of composition C11H18N at a distorted geometry, computed with wB97M-V/def2-TZVPD.

Values from the calculation:
Relative energy (zero: lowest compared OMol25 entry of this formula, charge and spin) = 542.8 kJ/mol
Kohn-Sham gap (spin up / spin down) = 7.6 / 7.6 eV
E_HOMO (spin up / spin down) = -12.6562 / -12.6558 eV
Charge = +1

Positions of all 30 atoms, in Å:
C (0.8709, 1.6123, -0.1335)
C (0.9006, 2.8828, 0.2457)
C (-3.4829, -0.6030, -0.8005)
C (-1.9959, 1.3095, 0.6783)
C (-2.1746, -0.5692, -0.7484)
C (0.8477, -0.3095, -0.9704)
C (-0.0953, 0.5274, -0.3862)
C (0.9762, -1.7578, -1.0170)
C (-0.6156, -1.5438, 1.8062)
C (3.2389, 0.2975, -0.1850)
C (1.8914, 0.6529, -0.8040)
N (-1.4280, 0.4702, -0.0536)
H (0.0853, 3.5420, 0.7723)
H (1.9087, 3.3491, 0.2299)
H (-4.0470, -1.2532, -1.3459)
H (-4.0408, -0.0369, -0.1548)
H (-1.5516, 2.2715, 1.1953)
H (-3.0570, 1.1343, 0.7419)
H (-1.6196, -1.3349, -1.3429)
H (0.9854, -2.3766, -1.9568)
H (0.1080, -2.2524, -0.4037)
H (1.9242, -1.9261, -0.5437)
H (0.3692, -1.7376, 1.2504)
H (-1.4915, -1.5890, 1.1107)
H (-0.8491, -2.2622, 2.5523)
H (3.8765, -0.0992, -0.9938)
H (3.3836, -0.3789, 0.6873)
H (3.6222, 1.2739, 0.1262)
H (-0.6515, -0.5093, 2.1661)
H (2.1116, 1.2162, -1.7224)

5.
The ion C11H18N with charge +1 at a distorted geometry, computed with wB97M-V/def2-TZVPD.

Values from the calculation:
Relative energy (zero: lowest compared OMol25 entry of this formula, charge and spin) = 468.9 kJ/mol
Kohn-Sham gap = 9.2 eV
E_HOMO = -12.5449 eV
Charge = +1
Structure (SMILES) = C=C(C)[C@H]1CC[C@@H](C2=C[N@@H+]2C)C1

Positions of all 30 atoms, in Å:
C (0.6376, 1.8613, 1.9930)
C (-1.3783, -0.8430, 1.7513)
C (-0.3169, -1.6496, 0.9633)
C (-1.4105, -0.0332, -0.5433)
C (-1.4795, 0.4655, 0.9297)
C (-0.7286, -1.3820, -0.5138)
C (-0.3331, 1.3382, 1.2793)
C (0.5915, -1.5404, -1.4082)
C (1.0904, -2.8805, -1.7379)
C (1.4362, -0.4861, -1.6401)
C (0.4078, 3.5952, 0.1222)
N (0.6815, 2.1983, 0.5458)
H (1.3929, 1.8731, 2.7655)
H (-2.2073, -1.3804, 1.4557)
H (-1.2023, -0.7006, 2.7246)
H (0.6899, -1.3700, 0.9888)
H (-0.3303, -2.7011, 1.1710)
H (-2.4160, -0.0788, -0.8460)
H (-0.8321, 0.6493, -1.1798)
H (-2.4010, 1.2005, 1.1399)
H (-1.2537, -2.1611, -1.0106)
H (2.2083, -2.7362, -1.8700)
H (0.4067, -3.2807, -2.4824)
H (1.1242, -3.5573, -0.9078)
H (1.0617, 0.6017, -1.4059)
H (2.3628, -0.5242, -2.1681)
H (1.2831, 1.7273, -0.0414)
H (1.0342, 4.3203, 0.6097)
H (-0.6498, 3.8002, 0.2653)
H (0.5304, 3.6742, -0.9499)

6.
A structure of composition C11H18N2OSSiSn at a distorted geometry, computed with wB97M-V/def2-TZVPD.

Values from the calculation:
Kohn-Sham gap = 5.8 eV
E_HOMO = -15.3610 eV
Charge = +2

Positions of all 35 atoms, in Å:
Sn (0.0564, -0.0323, -0.2169)
N (4.1169, 1.7155, 0.4408)
C (2.8361, 1.4412, 0.3589)
O (2.4269, 0.3134, 0.0377)
C (1.8469, 2.5511, 0.7271)
C (0.5403, 2.4322, 0.0099)
H (4.7972, 0.9887, 0.2503)
H (4.4692, 2.6202, 0.7191)
H (2.3043, 3.5219, 0.5018)
H (1.7033, 2.4905, 1.8125)
H (0.5851, 2.7277, -1.0422)
H (-0.3256, 2.8557, 0.5267)
C (-4.5774, -4.8420, -1.6505)
Si (-3.6875, -4.5062, -0.0025)
C (-1.9286, -5.2087, -0.0253)
C (-4.5798, -4.8411, 1.6411)
C (-3.5349, -2.5591, -0.0299)
C (-4.7063, -1.8161, 0.0451)
C (-4.7015, -0.4295, 0.0510)
C (-3.4737, 0.1934, -0.0232)
N (-2.3438, -0.4953, -0.1015)
C (-2.3421, -1.8422, -0.1117)
S (-0.7072, -2.5135, -0.2317)
H (-4.7649, -5.9043, -1.7651)
H (-3.9826, -4.5219, -2.5017)
H (-5.5345, -4.3314, -1.6961)
H (-1.8741, -6.2783, 0.1632)
H (-1.3335, -4.7388, 0.7577)
H (-1.4563, -5.0462, -0.9908)
H (-4.7746, -5.9030, 1.7615)
H (-5.5386, -4.3310, 1.6896)
H (-3.9909, -4.5237, 2.4992)
H (-5.6530, -2.3326, 0.0974)
H (-5.6068, 0.1511, 0.1137)
H (-3.3583, 1.2672, -0.0269)

Question: Which formula does entry 2 have?
Answer: C11H18BrCdN2O3